# 1
Formula: C36H61BF16NO5
Source: OMol25
Level of theory: wB97M-V/def2-TZVPD

```
120
Properties=species:S:1:pos:R:3
C -7.642 2.835 -1.101
C -7.309 2.082 0.330
C -6.066 2.885 1.081
C -4.627 2.241 0.629
C -3.910 2.972 -0.652
C -3.759 4.599 -0.531
C -3.234 5.223 -1.991
C -1.595 4.983 -2.008
C -0.945 5.326 -3.497
C -0.394 3.878 -4.115
C -1.674 2.885 -4.503
C -1.227 1.721 -5.586
C -1.198 0.191 -4.926
C -2.635 -0.594 -5.024
C -3.697 -0.252 -3.823
C -3.054 -0.209 -2.316
C -2.043 -1.449 -1.955
C -0.697 -0.891 -1.133
B -1.222 -0.361 0.369
O -1.441 -1.466 1.369
C -1.053 -0.853 2.683
C 0.219 0.029 2.119
C 1.179 0.846 3.165
C 0.518 2.193 3.821
N -0.638 2.787 3.049
C -1.871 2.980 3.906
C -2.890 4.160 3.396
C -0.125 4.084 2.460
C 0.186 4.066 0.819
O 0.141 5.212 3.125
O -0.239 0.662 0.872
H -8.055 2.015 -1.837
H -6.692 3.341 -1.565
H -8.448 3.680 -0.870
H -8.271 2.107 1.014
H -7.056 0.945 0.110
H -6.172 4.038 0.915
H -6.193 2.688 2.236
H -4.859 1.123 0.285
H -3.841 2.138 1.513
H -2.802 2.537 -0.728
H -4.543 2.735 -1.617
H -4.750 5.175 -0.289
H -2.904 4.895 0.247
H -3.698 4.669 -2.912
H -3.458 6.383 -1.967
H -1.047 5.685 -1.245
H -1.421 3.835 -1.821
H -0.033 6.077 -3.353
H -1.816 5.795 -4.128
H 0.205 4.163 -5.094
H 0.292 3.348 -3.307
H -2.014 2.391 -3.498
H -2.569 3.544 -4.884
H -0.102 1.980 -5.883
H -1.900 1.765 -6.564
H -0.746 0.178 -3.838
H -0.416 -0.410 -5.598
H -2.466 -1.776 -4.999
H -3.211 -0.386 -6.048
H -4.632 -0.993 -3.832
H -4.133 0.831 -4.057
H -3.969 -0.292 -1.556
H -2.536 0.829 -2.067
H -1.770 -2.142 -2.860
H -2.606 -2.148 -1.168
H -0.216 0.049 -1.653
H 0.105 -1.739 -1.034
H -2.322 0.116 0.358
H -1.989 -0.311 3.129
H -0.717 -1.630 3.511
H 0.967 -0.800 1.698
H 1.387 0.101 4.075
H 2.210 1.087 2.639
H 0.262 2.039 4.974
H 1.379 3.021 3.816
H -2.485 1.960 3.843
H -1.631 3.116 5.064
H -2.428 5.185 3.737
H -3.900 4.029 4.014
H -3.183 4.108 2.264
H -0.689 3.540 0.227
H 1.123 3.336 0.705
H 0.474 5.119 0.396
C 5.641 -1.699 0.506
C 5.606 -3.191 0.144
C 5.979 -3.508 -1.300
F 5.127 -2.945 -2.185
F 5.926 -4.849 -1.525
F 4.387 -3.702 0.465
F 6.501 -3.827 0.964
O 4.382 -1.019 0.486
C 3.973 -0.529 -0.789
C 2.678 -1.181 -1.287
F 2.811 -2.526 -1.412
F 2.333 -0.711 -2.516
F 4.997 -0.652 -1.667
F 3.781 0.808 -0.625
H 5.961 -1.641 1.554
H 6.414 -1.149 -0.045
H 6.994 -3.175 -1.532
H 1.850 -0.986 -0.599
C 6.259 -8.119 1.966
C 4.972 -7.305 2.167
C 5.169 -5.952 2.841
F 5.670 -6.070 4.091
F 3.979 -5.303 2.970
F 4.061 -8.064 2.834
F 4.433 -7.088 0.925
O 6.521 -9.129 2.944
C 7.188 -8.680 4.123
C 6.341 -8.860 5.388
F 5.176 -8.167 5.311
F 6.995 -8.396 6.486
F 7.605 -7.404 3.943
F 8.318 -9.432 4.215
H 6.131 -8.678 1.030
H 7.135 -7.484 1.785
H 5.833 -5.309 2.258
H 6.097 -9.913 5.551
```

Total charge = -1
HOMO energy = -4.196 eV
Electronic energy = -94195.3011 eV

***

# 2
Formula: C36H61Br2N3O8P2
Source: OMol25
Level of theory: wB97M-V/def2-TZVPD

```
112
Properties=species:S:1:pos:R:3
C -2.337 5.614 0.779
C -1.035 5.415 1.581
C 0.012 4.540 0.872
C 0.033 3.069 1.338
C 0.300 2.071 0.198
C 1.082 0.808 0.614
C 2.376 0.551 -0.183
C 2.223 -0.339 -1.435
P 3.899 -0.265 -2.284
N 4.511 1.182 -2.284
C 1.964 -1.824 -1.085
C 2.870 -2.381 0.040
C 2.136 -2.526 1.380
O 3.170 -2.555 2.365
C 1.249 -3.776 1.467
N -0.181 -3.567 1.220
O 2.203 -2.555 -2.287
C 1.330 -3.536 -2.746
O 2.072 -4.726 -2.768
C 1.307 -5.898 -3.009
C 1.822 -7.075 -2.168
C 3.346 -7.010 -2.024
C 1.137 -7.144 -0.792
C -0.107 -8.053 -0.719
C -0.396 -8.472 0.741
C -1.341 -7.365 -1.325
C 0.794 -3.126 -4.122
Br 2.119 -3.525 -5.500
C -0.547 -3.736 -4.563
C -1.664 -3.830 -3.504
N 1.210 0.278 -2.332
Br -0.555 -0.306 -2.165
P 1.678 1.025 -3.862
C 1.468 2.761 -3.400
O 0.286 0.928 -4.732
H -2.322 5.088 -0.178
H -3.221 5.314 1.352
H -2.486 6.676 0.554
H -1.252 5.051 2.590
H -0.600 6.411 1.720
H -0.187 4.558 -0.208
H 1.007 4.975 1.001
H 0.771 2.937 2.134
H -0.961 2.857 1.756
H -0.659 1.795 -0.253
H 0.862 2.587 -0.589
H 0.419 -0.062 0.549
H 1.348 0.903 1.674
H 2.778 1.513 -0.521
H 3.139 0.134 0.480
H 3.772 -0.927 -3.506
H 4.624 -1.179 -1.510
H 4.732 1.500 -3.219
H 0.934 -1.964 -0.744
H 3.739 -1.757 0.241
H 3.215 -3.368 -0.284
H 1.521 -1.631 1.552
H 2.793 -2.830 3.200
H 1.616 -4.511 0.750
H 1.377 -4.214 2.466
H -0.433 -2.594 1.340
H -0.430 -3.816 0.272
H 0.484 -3.701 -2.061
H 0.249 -5.712 -2.781
H 1.359 -6.150 -4.077
H 1.583 -7.976 -2.750
H 3.832 -6.970 -3.005
H 3.649 -6.131 -1.454
H 3.710 -7.906 -1.514
H 1.864 -7.497 -0.055
H 0.841 -6.125 -0.508
H 0.099 -8.944 -1.323
H 0.390 -8.133 1.420
H -1.330 -8.026 1.099
H -0.494 -9.555 0.840
H -1.289 -7.320 -2.418
H -2.253 -7.905 -1.058
H -1.420 -6.341 -0.940
H 0.765 -2.038 -4.135
H -0.350 -4.726 -4.985
H -0.896 -3.127 -5.403
H -1.426 -3.315 -2.573
H -2.604 -3.428 -3.891
H -1.861 -4.875 -3.239
H 0.430 2.948 -3.107
H 1.754 3.412 -4.229
H 2.118 2.933 -2.537
H 0.279 0.124 -5.252
O -5.637 11.629 0.648
C -4.633 11.036 0.973
C -3.296 11.462 0.484
C -2.191 10.812 0.838
C -2.250 9.634 1.740
O -1.248 9.036 2.067
C -3.586 9.206 2.231
C -4.690 9.857 1.875
H -3.282 12.324 -0.172
H -1.206 11.101 0.495
H -3.599 8.343 2.885
H -5.675 9.567 2.217
O -1.844 1.697 7.968
C -2.249 2.613 7.287
C -3.367 2.424 6.327
C -3.810 3.429 5.577
C -3.206 4.782 5.670
O -3.611 5.697 4.985
C -2.088 4.973 6.628
C -1.645 3.968 7.378
H -3.789 1.428 6.280
H -4.621 3.317 4.869
H -1.663 5.968 6.672
H -0.832 4.079 8.084
```

Total charge = 0
SMILES = CCCCCCC[C@@]([PH2]=N)([C@H](C[C@H](O)CN)O[C@H](OC[C@@H](C)CC(C)C)[C@@H](Br)CC)N(Br)P(C)O.O=C1C=CC(=O)C=C1.O=C1C=CC(=O)C=C1
HOMO energy = -8.059 eV
Electronic energy = -217830.1765 eV